Entry from OMol25: a single C3H7NO2 molecule (ωB97M-V/def2-TZVPD).

Geometry as XYZ:
```
13
Properties=species:S:1:pos:R:3:lowdin_charge:R:1
O -1.483 -1.177 0.282 0.03
H -1.439 1.985 0.381 0.10
H 0.985 0.285 1.333 0.15
C -0.962 -0.073 0.345 -0.49
H 1.862 -1.653 0.392 0.08
N -1.750 1.030 0.349 0.16
H 1.794 -0.942 -1.217 0.08
C 0.583 0.129 0.318 -0.33
O 0.887 1.348 -0.344 -0.05
H 0.407 -1.834 -0.539 0.07
H -2.737 0.825 0.289 0.11
H 0.645 1.215 -1.279 0.11
C 1.209 -1.136 -0.311 -0.03
```

- Structure (SMILES): C[C@@H](O)C(N)=O
- HOMO energy: -0.3573 hartree
- Kohn-Sham gap: 0.387 hartree
- Total charge: 0
- ΔE to the lowest compared entry with this formula, charge and spin: 16.3 kcal/mol